1.
This record from the OMol25 dataset describes one molecule with the formula C5H9NO2 at a distorted geometry. The level of theory is wB97M-V/def2-TZVPD.

Properties
ΔE to the lowest compared entry with this formula, charge and spin   28.7 kcal/mol
SMILES string   C=NCCCC(=O)O
LUMO energy   0.03049 hartree
Orbital gap   10.8 eV
Electronic energy   -10915.33204 eV
HOMO   -10.01 eV

```
! wB97M-V def2-TZVPD RIJCOSX def2/J DEFGRID3
* xyz 0 1
O -0.93 -1.46 -3.30
C -0.96 -0.76 -2.32
O -2.15 -0.31 -1.86
C 0.22 -0.33 -1.46
C -0.08 0.42 -0.18
C 0.67 -0.13 1.02
C 0.75 0.87 3.09
N 0.06 0.16 2.30
H -2.84 -0.70 -2.42
H 0.91 -1.17 -1.42
H 0.91 0.22 -2.13
H -1.13 0.25 0.11
H -0.01 1.50 -0.27
H 1.72 0.23 0.96
H 0.81 -1.21 0.87
H 1.78 1.21 2.98
H 0.28 1.20 4.02
*
```

=====

2.
This record from the OMol25 dataset describes C47H41N7O2SSrTe as an isolated structure. The level of theory is wB97M-V/def2-TZVPD.

Properties
ΔE to the lowest compared entry with this formula, charge and spin   4.7 kcal/mol
LUMO energy   -0.01076 hartree
Orbital gap   6.5 eV
Electronic energy   -82898.42168 eV
HOMO   -6.80 eV

```
! wB97M-V def2-TZVPD RIJCOSX def2/J DEFGRID3
* xyz 0 1
Sr -0.51 -1.72 -0.26
C -4.81 -3.53 -1.94
C -3.52 -2.80 -1.75
N -2.98 -2.69 -0.59
N -3.75 -3.16 0.43
C -3.13 -3.45 1.56
N -3.97 -3.73 2.59
S -1.44 -3.60 1.87
C -2.83 -2.13 -2.89
C -3.48 -1.91 -4.10
C -2.83 -1.21 -5.11
C -1.54 -0.75 -4.89
C -0.97 -1.01 -3.65
N -1.58 -1.69 -2.68
H -4.71 -4.54 -1.53
H -5.12 -3.61 -2.98
H -5.60 -3.05 -1.36
H -4.95 -3.51 2.48
H -3.58 -3.82 3.51
H -4.49 -2.24 -4.25
H -3.32 -1.03 -6.05
H -1.00 -0.19 -5.63
H 0.02 -0.64 -3.42
C 4.09 -0.53 -1.15
C 4.84 -1.69 -1.19
C 4.19 -2.92 -1.24
C 2.80 -2.94 -1.26
N 2.08 -1.82 -1.20
C 2.71 -0.65 -1.15
C 2.02 -4.22 -1.32
C 2.59 -5.41 -1.73
C 1.80 -6.56 -1.74
C 0.48 -6.47 -1.35
C -0.01 -5.23 -0.96
N 0.74 -4.13 -0.95
H 4.55 0.44 -1.10
H 5.92 -1.65 -1.17
H 4.76 -3.84 -1.25
H 2.06 0.22 -1.08
H 3.62 -5.46 -2.05
H 2.22 -7.50 -2.06
H -0.16 -7.34 -1.34
H -1.03 -5.11 -0.61
C 1.00 5.74 1.51
C 0.64 4.36 1.02
C -0.23 4.17 -0.05
C -0.56 2.91 -0.51
C -1.57 2.75 -1.60
O -2.48 1.95 -1.52
C -1.39 3.54 -2.86
C -2.49 3.69 -3.71
C -2.36 4.38 -4.90
C -1.13 4.91 -5.27
C -0.03 4.75 -4.44
C -0.16 4.07 -3.24
C 0.00 1.73 0.08
O -0.22 0.59 -0.43
C 0.87 1.92 1.21
C 1.17 3.23 1.61
C 1.40 0.78 1.98
N 0.92 -0.41 1.88
C 1.44 -1.48 2.73
C 1.16 -1.37 4.23
Te -0.87 -1.13 4.90
C -1.51 0.55 3.80
C -1.32 1.84 4.31
C -1.77 2.94 3.59
C -2.42 2.76 2.38
C -2.63 1.48 1.88
C -2.18 0.38 2.60
C 2.55 1.08 2.90
C 2.37 1.71 4.12
C 3.45 1.98 4.94
C 4.74 1.63 4.54
C 4.93 1.01 3.32
C 3.84 0.75 2.49
H 0.32 6.49 1.10
H 2.02 6.02 1.22
H 0.94 5.80 2.60
H -0.68 5.03 -0.53
H -3.43 3.26 -3.40
H -3.22 4.50 -5.55
H -1.03 5.45 -6.20
H 0.93 5.16 -4.73
H 0.70 3.94 -2.59
H 1.85 3.37 2.45
H 2.53 -1.58 2.60
H 1.00 -2.42 2.38
H 1.77 -0.61 4.70
H 1.42 -2.33 4.69
H -0.84 1.97 5.27
H -1.61 3.94 3.98
H -2.75 3.62 1.81
H -3.11 1.35 0.92
H -2.34 -0.62 2.21
H 1.37 1.98 4.43
H 3.30 2.46 5.90
H 5.58 1.84 5.19
H 5.93 0.74 3.00
H 3.99 0.27 1.53
*
```

=====

3.
This record from the OMol25 dataset describes one molecule with the formula C4H5NO at a distorted geometry. The level of theory is wB97M-V/def2-TZVPD.

Properties
ΔE to the lowest compared entry with this formula, charge and spin   37.8 kcal/mol
SMILES string   N#CC[C@H]1CO1
LUMO energy   0.03168 hartree
Orbital gap   11.7 eV
Electronic energy   -7764.88739 eV
HOMO   -10.81 eV

```
! wB97M-V def2-TZVPD RIJCOSX def2/J DEFGRID3
* xyz 0 1
N -1.26 -1.67 1.75
C -1.03 -0.65 1.26
C -0.71 0.64 0.64
C 0.52 0.58 -0.27
C 0.87 -0.64 -1.01
O 0.24 0.46 -1.66
H -0.55 1.37 1.44
H -1.56 0.98 0.05
H 1.31 1.29 -0.03
H 1.91 -0.81 -1.28
H 0.26 -1.53 -0.89
*
```